Entry 1:
{
  "formula": "C43H34AsBF6IrN4O2PS",
  "method": "wB97M-V/def2-TZVPD",
  "s_squared": 8.821,
  "multiplicity": 6,
  "homo_ev": [-9.6, -10.7],
  "total_charge": 1,
  "symbols": ["Ir", "C", "N", "C", "C", "C", "C", "C", "N", "C", "C", "C", "C", "C", "C", "H", "H", "H", "H", "H", "H", "H", "H", "H", "H", "H", "C", "C", "C", "C", "C", "C", "As", "C", "C", "C", "C", "C", "C", "C", "C", "C", "C", "C", "C", "H", "H", "H", "H", "H", "H", "H", "H", "H", "H", "H", "H", "H", "N", "C", "N", "C", "C", "C", "C", "C", "C", "S", "H", "H", "H", "H", "H", "H", "O", "B", "O", "C", "C", "C", "C", "C", "C", "H", "H", "H", "H", "F", "P", "F", "F", "F", "F", "F"],
  "positions_angstrom": [[-0.2843, 0.5690, -0.7929], [2.6554, 1.1713, 0.4716], [1.2138, 1.0591, 0.7292], [0.7926, 1.3448, 1.9075], [-0.6265, 1.3573, 2.1478], [-1.3758, 1.6196, 3.3542], [-2.6749, 1.5149, 2.9955], [-2.6841, 1.1912, 1.5594], [-1.4634, 1.1216, 1.0865], [2.8893, 2.3408, -0.4551], [2.7064, 2.2083, -1.8283], [2.8752, 3.3080, -2.6569], [3.2240, 4.5420, -2.1231], [3.4255, 4.6716, -0.7568], [3.2591, 3.5722, 0.0733], [2.9994, 0.2338, 0.0342], [3.1671, 1.3454, 1.4209], [1.4836, 1.5991, 2.7075], [-0.9647, 1.8501, 4.3253], [-3.5475, 1.6466, 3.6175], [-3.5404, 1.0163, 0.9220], [2.4835, 1.2410, -2.2575], [2.7524, 3.1954, -3.7273], [3.3588, 5.3975, -2.7734], [3.7216, 5.6245, -0.3370], [3.4194, 3.6760, 1.1416], [2.7973, -5.1719, 4.5873], [1.4346, -5.0092, 4.7908], [0.6844, -4.2285, 3.9201], [1.3024, -3.5999, 2.8458], [2.6747, -3.7528, 2.6522], [3.4174, -4.5456, 3.5149], [0.4143, -2.4611, 1.5262], [-1.4349, -2.7469, 2.0882], [-2.0982, -2.1289, 3.1260], [-3.4313, -2.4466, 3.3786], [-4.1218, -3.3781, 2.5904], [-3.4844, -3.9964, 1.5456], [-2.1302, -3.6888, 1.2781], [-1.3508, -4.2781, 0.2542], [-1.8294, -5.2288, -0.6974], [-0.9521, -5.7722, -1.5863], [0.4049, -5.3884, -1.5586], [0.8920, -4.4414, -0.6430], [0.0220, -3.8683, 0.2362], [3.3765, -5.7863, 5.2646], [0.9499, -5.4957, 5.6280], [-0.3806, -4.1254, 4.0880], [3.1715, -3.2549, 1.8248], [4.4809, -4.6672, 3.3524], [-1.5922, -1.4090, 3.7553], [-3.9456, -1.9704, 4.2052], [-5.1539, -3.6114, 2.8160], [-4.0103, -4.7185, 0.9348], [-2.8774, -5.4979, -0.7223], [-1.2915, -6.4860, -2.3242], [1.0906, -5.8123, -2.2822], [1.9320, -4.1534, -0.6821], [-0.3733, 0.9824, -4.0280], [-0.4919, 2.1413, -3.3824], [-0.5727, 2.2610, -2.0696], [-0.6549, 3.6106, -1.6931], [-0.6937, 4.1017, -0.3955], [-0.7498, 5.4713, -0.1974], [-0.7687, 6.3552, -1.2742], [-0.7294, 5.8771, -2.5731], [-0.6694, 4.5055, -2.7614], [-0.5832, 3.6342, -4.2697], [-0.1387, 0.1377, -3.5160], [-0.1814, 0.9810, -5.0142], [-0.6747, 3.4195, 0.4412], [-0.7751, 5.8611, 0.8126], [-0.8108, 7.4216, -1.0970], [-0.7380, 6.5562, -3.4159], [-2.8728, -1.2268, -0.7011], [-1.6490, -0.9382, -1.3537], [-1.5811, -1.6974, -2.5308], [-2.7524, -2.4055, -2.6137], [-3.1588, -3.2837, -3.5931], [-4.4071, -3.8794, -3.4184], [-5.2015, -3.5890, -2.3123], [-4.7761, -2.6948, -1.3293], [-3.5352, -2.1232, -1.5080], [-2.5352, -3.4942, -4.4521], [-4.7731, -4.5708, -4.1660], [-6.1750, -4.0527, -2.2219], [-5.3973, -2.4431, -0.4790], [1.7506, -1.6802, -1.1359], [2.6687, -1.8554, -2.4956], [3.5506, -2.0015, -3.8100], [3.4144, -3.1102, -1.7967], [3.7420, -0.8367, -1.8531], [1.8638, -0.5835, -3.1486], [1.5458, -2.8541, -3.1050]],
  "lowdin_spin": [2.06, 0.03, 0.27, 0.03, 0.30, 0.06, 0.16, 0.27, 0.11, 0.01, 0.01, 0.00, 0.00, 0.00, 0.00, 0.01, 0.00, 0.00, 0.00, 0.01, 0.01, 0.00, 0.00, 0.00, 0.00, 0.00, 0.00, 0.00, 0.00, 0.01, 0.00, 0.00, 0.04, 0.10, 0.00, 0.14, 0.00, 0.08, 0.07, 0.15, 0.09, 0.03, 0.21, 0.01, 0.09, 0.00, 0.00, 0.00, 0.00, 0.00, 0.00, 0.01, 0.00, 0.00, 0.00, 0.00, 0.01, 0.00, 0.03, 0.04, 0.12, 0.01, 0.00, 0.00, 0.00, 0.00, 0.01, 0.01, 0.02, 0.00, 0.00, 0.00, 0.00, 0.00, 0.04, 0.19, 0.05, 0.01, 0.00, 0.00, 0.00, 0.00, 0.01, 0.00, 0.00, 0.00, 0.00, 0.04, 0.00, 0.00, 0.00, 0.00, 0.02, 0.00]
}

=====

Entry 2:
{
  "formula": "C40H49AuN4O3P3S3",
  "method": "wB97M-V/def2-TZVPD",
  "homo_ev": [-9.9, -9.8],
  "de_lowest_kj_mol": 165.6,
  "total_charge": 1,
  "symbols": ["Au", "C", "C", "C", "O", "P", "S", "S", "O", "C", "C", "C", "H", "H", "H", "H", "H", "H", "H", "H", "H", "H", "H", "H", "H", "H", "N", "P", "C", "C", "C", "C", "C", "C", "C", "C", "C", "C", "C", "C", "C", "C", "C", "C", "C", "C", "H", "H", "H", "H", "H", "H", "H", "H", "H", "H", "H", "H", "H", "H", "H", "C", "C", "O", "S", "C", "C", "C", "C", "C", "C", "C", "C", "H", "H", "H", "H", "H", "H", "H", "C", "N", "C", "N", "C", "N", "C", "P", "C", "C", "H", "H", "H", "H", "H", "H", "H", "H", "H", "H", "H", "H", "H"],
  "positions_angstrom": [[0.0609, 0.6229, 0.0019], [-4.0249, -0.7496, -1.6260], [-4.1227, -1.8361, -0.5809], [-3.8881, -1.3353, 0.8279], [-3.2314, -2.9641, -0.8764], [-1.7283, -3.0166, -1.3311], [-1.4239, -2.4536, -3.1680], [-0.5432, -2.0773, 0.0742], [-1.3878, -4.5514, -1.1761], [-1.8026, -5.5130, -0.1485], [-3.2003, -6.0172, -0.4450], [-1.6504, -4.9676, 1.2558], [-4.7964, -0.0061, -1.4164], [-4.1792, -1.1459, -2.6284], [-3.0574, -0.2444, -1.5937], [-5.0998, -2.3147, -0.6378], [-2.9609, -0.7681, 0.9024], [-3.8561, -2.1625, 1.5369], [-4.7148, -0.6799, 1.1058], [-1.0884, -6.3217, -0.3002], [-3.9552, -5.2925, -0.1447], [-3.3678, -6.9452, 0.1030], [-3.3154, -6.2202, -1.5089], [-2.3185, -4.1222, 1.4220], [-0.6257, -4.6540, 1.4537], [-1.9141, -5.7504, 1.9688], [0.8520, -0.0287, 1.6941], [1.8669, 0.4418, 2.8505], [0.9098, 1.3166, 4.0953], [1.2061, 1.1736, 5.4486], [0.5115, 1.9259, 6.3843], [-0.4733, 2.8112, 5.9717], [-0.7700, 2.9513, 4.6222], [-0.0814, 2.2044, 3.6807], [3.2207, 1.5522, 2.4158], [3.1151, 2.3247, 1.2620], [4.1079, 3.2408, 0.9437], [5.2044, 3.3925, 1.7784], [5.3035, 2.6413, 2.9431], [4.3146, 1.7269, 3.2656], [2.5692, -1.0476, 3.5781], [1.6916, -1.8861, 4.2708], [2.1305, -3.1097, 4.7444], [3.4411, -3.5129, 4.5165], [4.3084, -2.6976, 3.8063], [3.8728, -1.4678, 3.3309], [1.9730, 0.4819, 5.7741], [0.7384, 1.8171, 7.4364], [-1.0153, 3.3928, 6.7056], [-1.5397, 3.6410, 4.3032], [-0.3187, 2.3062, 2.6292], [2.2550, 2.2188, 0.6144], [4.0195, 3.8389, 0.0462], [5.9784, 4.1066, 1.5299], [6.1502, 2.7720, 3.6035], [4.3880, 1.1653, 4.1889], [0.6655, -1.5782, 4.4323], [1.4503, -3.7541, 5.2850], [3.7833, -4.4693, 4.8893], [5.3251, -3.0171, 3.6204], [4.5523, -0.8428, 2.7653], [-8.1036, 6.6630, -4.3506], [-7.0188, 5.7130, -3.9106], [-7.1631, 4.8762, -3.0666], [-5.4804, 6.0067, -4.7919], [-4.3789, 4.8784, -3.9905], [-3.1856, 5.3716, -3.4723], [-2.2943, 4.5182, -2.8463], [-2.5930, 3.1613, -2.7128], [-3.7824, 2.6733, -3.2551], [-4.6661, 3.5216, -3.8967], [-1.7133, 2.2900, -1.9858], [-0.9778, 1.5101, -1.4155], [-9.0514, 6.1299, -4.3852], [-7.8859, 7.1143, -5.3170], [-8.1810, 7.4541, -3.6035], [-2.9625, 6.4272, -3.5556], [-1.3659, 4.8972, -2.4407], [-4.0051, 1.6175, -3.1773], [-5.5794, 3.1311, -4.3218], [3.5898, -1.5539, -4.0526], [2.3374, -1.8900, -3.2683], [2.6905, -2.8922, -2.1693], [3.7482, -2.4058, -1.3465], [4.9115, -2.0748, -2.1614], [4.6147, -1.0720, -3.1829], [4.3066, 0.2340, -2.5844], [2.7941, 0.2156, -1.4802], [1.7231, -0.6462, -2.7076], [3.3214, -1.2836, -0.5055], [3.3165, -0.8048, -4.7948], [3.9105, -2.4693, -4.5502], [1.6040, -2.3371, -3.8390], [2.9875, -3.8064, -2.6839], [1.7777, -3.0590, -1.6016], [5.2593, -2.9832, -2.6568], [5.7059, -1.7003, -1.5177], [4.1721, 0.9731, -3.3763], [5.1669, 0.5501, -1.9920], [1.5063, 0.0277, -3.5390], [0.7707, -0.9302, -2.2698], [2.5044, -1.6036, 0.1429], [4.1551, -0.9880, 0.1362]],
  "mulliken_charge": [0.90, -1.11, 0.41, -1.17, -0.28, 0.61, -0.50, -0.17, -0.37, 0.59, -1.32, -1.11, 0.64, 0.40, -0.09, 0.17, 0.10, 0.29, 0.52, 0.35, 0.20, 0.47, 0.34, 0.09, 0.26, 0.48, 0.27, 0.75, 0.52, -0.26, -0.76, -0.50, -0.72, -0.38, 0.69, -0.17, -0.74, -0.60, -0.74, -0.36, 0.30, -0.70, -0.85, -0.53, -0.82, -0.17, 0.39, 0.42, 0.40, 0.44, 0.24, 0.16, 0.49, 0.41, 0.44, 0.44, 0.52, 0.45, 0.42, 0.46, 0.36, -1.06, 0.74, -0.52, -0.25, 0.30, -0.55, -0.66, 0.64, -0.36, -0.51, 0.22, -1.32, 0.31, 0.37, 0.28, 0.41, 0.46, 0.42, 0.45, -0.77, 0.22, -0.75, 0.29, -0.95, 0.18, -1.10, 0.49, -0.30, -0.64, 0.41, 0.34, 0.35, 0.36, 0.21, 0.33, 0.34, 0.48, 0.40, 0.25, -0.32, 0.44, 0.42]
}